Density functional theory data (the ωB97M-V functional and the def2-TZVPD basis) for an isolated molecule of C2H3N3OS in a non-equilibrium geometry.

```
10
Properties=species:S:1:pos:R:3:forces:R:3:lowdin_charge:R:1
S 0.641611 0.876879 2.047215 -0.126 0.086 0.399 0.9042
O 1.131308 0.122310 -0.438518 0.578 0.209 0.607 -0.0722
N 0.438952 -0.246673 -1.621722 -0.261 -0.278 0.297 0.0983
N -1.006902 -0.137558 0.150797 0.460 -0.057 0.741 0.1303
N -1.660127 -1.214515 -1.925244 0.564 0.043 0.579 0.1288
C -0.843528 -0.623970 -1.154623 -0.882 0.257 -0.878 -0.5058
C 0.166664 0.230017 0.523280 -0.144 -0.452 -1.737 -0.7734
H 0.900511 -1.050043 -2.045453 0.262 0.237 0.202 0.1460
H 1.948805 0.991099 1.765856 -0.096 -0.060 -0.200 -0.1006
H -2.507839 -1.394639 -1.406463 -0.355 0.016 -0.009 0.0445
```
Forces are in eV/Å.

Structure (SMILES): [H]/N=c1\nc(S)o[nH]1
E_LUMO: 0.43 eV
Highest occupied orbital energy: -0.3436 Eh